88
Properties=species:S:1:pos:R:3:forces:R:3:lowdin_charge:R:1 method="wB97M-V/def2-TZVPD" e_lumo_ev=0.2 smiles="CC(C)=O.CC(C)=O.CC(C)=O.CC(C)=O.CC(C)=O.CC(C)=O.CC(C)=O.CC(C)=O.BrCCBr" fmax_ev_per_a=3.1 spin_multiplicity=1 e_above_lowest_ev=0.0000 total_energy_ha=-6771.74144 e_homo_ev=-9.407 gap_ev=9.57
C 4.278322 1.014756 3.148144 -0.68 0.65 -1.47 -0.049
C 4.307814 2.049365 4.244675 0.59 -0.78 1.73 -0.462
O 5.110198 2.962229 4.300335 -0.77 -0.42 -0.66 0.055
C 3.437511 1.749746 5.492646 0.23 0.33 -0.61 -0.027
H 3.323644 0.860410 2.645287 -0.77 0.18 0.84 0.018
H 4.529378 0.007307 3.480005 0.50 0.23 0.12 0.093
H 4.796967 1.387256 2.264779 1.04 -0.28 0.36 0.076
H 3.070792 0.724377 5.540050 -0.01 0.10 -0.22 0.060
H 2.588207 2.431222 5.444054 -0.16 -0.08 0.10 0.076
H 4.005478 1.976435 6.394929 0.06 0.10 -0.13 0.077
C -4.137945 2.275854 -2.511364 -1.18 0.04 -0.39 -0.030
C -3.056422 3.301225 -2.667156 0.97 0.13 -0.65 -0.478
O -3.231853 4.441962 -3.059838 -0.11 -1.12 0.53 0.065
C -1.639901 2.778438 -2.368584 -0.63 0.86 0.04 -0.030
H -4.201743 1.863029 -1.504586 0.13 0.23 0.11 0.054
H -4.039061 1.425361 -3.185894 0.64 -0.06 -0.08 0.084
H -5.098082 2.696431 -2.810290 -0.04 0.25 0.35 0.086
H -1.006355 3.663974 -2.318203 0.21 -0.20 0.19 0.081
H -1.267808 2.125058 -3.157721 -0.19 -0.06 -0.08 0.087
H -1.674810 2.205921 -1.441705 0.24 0.11 0.02 0.005
C 5.497775 1.908484 -3.874536 0.77 1.06 -0.33 -0.029
C 4.420327 0.906693 -3.954318 0.01 -2.50 -0.71 -0.506
O 3.830789 0.632601 -4.977123 -0.17 0.83 -0.19 0.069
C 4.236873 -0.032549 -2.776283 0.25 0.69 -0.42 -0.061
H 6.388332 1.521540 -3.379268 -0.23 -0.04 0.39 0.082
H 5.137525 2.794192 -3.351227 0.16 0.08 0.18 0.093
H 5.852005 2.211503 -4.859834 -0.44 0.06 -0.12 0.088
H 3.454667 0.398164 -2.151184 0.27 -0.27 0.28 0.024
H 5.205598 -0.110139 -2.282674 -0.28 0.00 0.57 0.079
H 3.943987 -1.015448 -3.145383 -0.24 0.22 0.04 0.070
C -4.249543 -1.891333 2.505882 0.15 -1.01 -0.09 -0.029
C -4.289375 -0.372601 2.508320 -0.34 -0.52 1.93 -0.489
O -3.894573 0.180859 3.522553 0.32 0.13 -0.73 0.048
C -5.008305 0.358198 1.448880 -0.61 0.86 -1.38 -0.040
H -4.314717 -2.328703 3.502152 -0.07 0.66 0.35 0.080
H -3.295007 -2.291033 2.163550 0.16 0.31 -0.43 0.069
H -5.026035 -2.424843 1.957662 -0.06 0.47 -0.46 0.077
H -6.030986 -0.007847 1.358028 -0.09 -0.27 0.21 0.094
H -4.608114 0.257044 0.440060 0.32 -0.48 0.05 0.035
H -5.077200 1.439586 1.567070 0.28 -0.09 0.59 0.079
C 4.308706 -3.635068 -2.087607 1.73 0.51 0.63 -0.047
C 2.964448 -3.880890 -2.564279 -2.11 1.46 0.24 -0.499
O 2.036347 -3.111816 -2.282475 0.98 -1.48 -0.62 0.030
C 2.810715 -5.089248 -3.445239 -0.49 0.40 -0.20 -0.009
H 4.555951 -4.583849 -1.611398 0.74 0.17 0.28 0.100
H 4.445935 -2.761226 -1.450673 -0.59 -0.34 0.46 0.055
H 5.029514 -3.409663 -2.873550 -0.08 -0.62 -0.45 0.098
H 1.802406 -4.993236 -3.847971 0.22 -0.42 -0.45 0.082
H 2.967811 -6.074525 -3.006328 -0.17 0.21 0.54 0.090
H 3.611606 -5.022184 -4.181555 -0.30 0.08 -0.45 0.091
C -3.680888 -3.207131 -4.344190 0.95 0.16 -0.05 -0.025
C -2.187399 -3.427101 -4.426660 2.68 -0.18 -1.62 -0.447
O -1.621689 -3.563859 -5.528675 -1.47 0.19 2.50 0.027
C -1.369715 -3.392105 -3.109350 -1.08 -0.57 -0.45 -0.025
H -4.126043 -4.194851 -4.463958 -0.36 0.19 -0.23 0.092
H -3.853605 -2.521408 -5.173680 -0.68 -0.29 0.00 0.088
H -3.984910 -2.774993 -3.390820 -0.02 -0.02 -0.09 0.070
H -0.540585 -4.092616 -3.009652 0.00 0.08 -0.62 0.062
H -2.093072 -3.668450 -2.342221 0.18 0.40 0.45 0.064
H -0.974770 -2.386458 -2.965171 -0.18 0.03 0.12 0.061
C -0.922949 0.964468 5.301823 -0.31 -1.49 0.34 0.000
C -0.013105 -0.052577 4.636202 1.08 0.36 -0.59 -0.464
O 0.962116 0.323175 4.004579 -0.49 0.16 0.14 0.020
C -0.199575 -1.557120 4.741042 -0.16 0.15 -0.20 -0.012
H -0.347375 1.713248 5.846010 -0.06 0.08 -0.36 0.086
H -1.541021 0.397033 5.997590 -0.15 0.26 0.26 0.079
H -1.627292 1.361205 4.570656 0.22 0.25 -0.04 0.058
H 0.118190 -1.909823 5.722226 -0.10 0.07 0.14 0.087
H 0.465420 -1.995683 3.997037 -0.04 -0.03 0.08 0.079
H -1.217088 -1.902213 4.557488 -0.12 0.17 0.15 0.074
C -1.794418 2.628212 1.613290 1.50 -0.64 0.01 -0.028
C -2.583755 3.743967 1.071864 0.17 1.10 0.37 -0.522
O -3.717795 3.552359 0.759377 -1.90 -0.36 -0.89 0.078
C -2.036506 5.160821 1.073885 -0.10 -0.54 -0.67 -0.003
H -1.934293 2.582324 2.693298 -0.01 -0.02 0.03 0.089
H -0.733667 2.773509 1.408856 0.17 0.13 0.28 0.084
H -2.053629 1.668181 1.166900 -0.45 0.24 0.18 0.019
H -1.143073 5.223123 0.452595 0.41 -0.05 0.46 0.081
H -1.868890 5.420398 2.119174 0.29 0.34 -0.14 0.090
H -2.751129 5.813682 0.572685 -0.19 -0.04 0.44 0.087
Br 2.706880 -0.708600 0.171373 -0.91 0.13 0.18 0.733
C 0.825950 -0.936765 -0.366148 -0.33 -0.76 -0.31 -0.680
C -0.169554 -0.037036 0.338135 0.43 -0.26 0.12 -0.591
Br -1.920196 -0.393488 -0.535823 0.59 0.03 0.38 0.728
H 0.601558 -1.986072 -0.174565 0.11 0.11 0.23 0.049
H 0.712310 -0.861371 -1.447588 0.59 0.38 0.04 0.043
H 0.088388 1.019685 0.268137 -0.29 -0.12 -0.30 0.052
H -0.274619 -0.288691 1.393463 -0.11 0.00 -0.12 0.054